(1)
Entry from the Open Molecules 2025 dataset: a 8-piece molecular cluster, C32H48O24 overall (wB97M-V/def2-TZVPD).

```
104
Properties=species:S:1:pos:R:3:forces:R:3
C 2.098955 5.020067 4.865472 0.07 0.29 -1.01
C 2.446542 4.323211 6.147022 -2.13 0.88 0.98
C 1.516661 4.808103 7.349674 0.01 1.72 -1.47
O 0.639850 3.705186 7.646422 0.79 2.03 0.99
C 0.882567 2.758906 6.804132 -0.77 -8.27 1.52
O 0.341565 1.576050 6.983433 2.49 6.09 -1.97
O 1.973689 2.986682 6.029654 -0.54 -0.98 -0.14
H 2.291391 6.092099 4.822865 0.07 0.05 0.47
H 1.047344 4.863360 4.625327 -0.06 0.01 0.10
H 2.674368 4.603093 4.038955 0.04 -0.18 0.00
H 3.517278 4.373223 6.344790 -0.15 -0.39 0.30
H 0.810138 5.593191 7.080290 0.12 0.10 -0.83
H 2.075527 5.367683 8.099775 0.05 -1.39 1.05
C -4.616624 -3.579339 -6.809974 0.04 -0.85 -1.41
C -3.382595 -2.780673 -7.302050 -1.49 -0.43 1.38
C -3.689660 -1.298783 -7.405126 -0.48 0.12 -0.57
O -2.771198 -0.640748 -6.536607 1.03 -1.11 0.18
C -2.097358 -1.651937 -5.854631 1.49 3.13 3.22
O -1.345363 -1.484485 -4.901535 -1.21 0.37 -2.21
O -2.461215 -2.803882 -6.250239 0.65 -2.72 -0.10
H -5.279495 -3.683709 -7.668926 -0.33 0.17 0.00
H -5.194885 -3.192214 -5.971006 0.43 0.74 -0.13
H -4.426190 -4.613462 -6.522860 0.65 0.02 -0.12
H -2.851354 -3.131484 -8.186812 -0.51 -0.45 -0.04
H -4.687895 -1.073572 -7.029750 -0.05 0.10 -0.41
H -3.547443 -1.076472 -8.462687 -0.13 0.99 0.22
C 2.500100 3.477728 -5.660966 1.35 0.24 1.00
C 1.762032 2.577923 -6.615799 0.76 2.43 -0.29
C 1.158722 3.465532 -7.752613 -0.71 -0.42 1.80
O 1.156071 2.598583 -8.837435 0.34 -2.26 -0.99
C 2.016521 1.532613 -8.524434 -0.14 -3.63 -6.84
O 2.278500 0.523091 -9.270132 -1.74 4.84 3.16
O 2.623556 1.796609 -7.452272 1.66 -0.45 3.83
H 3.344376 4.064530 -6.022838 -0.33 0.11 -1.07
H 3.046332 2.984333 -4.857048 -0.63 -0.62 0.27
H 1.820325 4.197725 -5.205313 -0.22 -0.16 0.00
H 1.127596 1.933010 -6.007787 -0.46 -0.13 -0.64
H 1.791547 4.333862 -7.936024 0.10 -0.03 0.00
H 0.145842 3.783765 -7.505819 -0.02 0.04 -0.22
C 1.738040 -0.705014 2.360584 -0.93 0.72 -0.12
C 1.063285 0.465334 1.588886 2.56 -0.51 -0.41
C 0.663597 0.163494 0.148626 -0.26 -0.20 0.59
O -0.710595 0.666437 0.082124 0.85 0.40 0.92
C -1.019359 1.112660 1.346515 -5.46 0.71 0.88
O -2.113646 1.539882 1.770136 2.92 -0.92 -2.62
O -0.080130 0.919900 2.212888 0.64 -0.37 1.33
H 2.668374 -1.069400 1.924917 -0.02 0.35 -0.14
H 1.040332 -1.542284 2.376944 -0.08 -0.05 -0.05
H 1.894555 -0.411507 3.398590 0.16 0.06 -0.07
H 1.678775 1.357313 1.472148 0.72 -0.15 0.68
H 0.735367 -0.905755 -0.050483 -0.53 0.07 -0.34
H 1.380310 0.717274 -0.457796 -0.66 -0.06 -0.65
C -3.693794 3.703350 -3.062185 3.80 1.63 -1.54
C -4.821120 2.861604 -2.852821 -4.03 -0.17 1.55
C -5.591819 3.484596 -1.675414 1.14 0.78 0.81
O -6.891053 3.819741 -2.101658 -0.40 -0.14 0.69
C -7.032610 3.427749 -3.357341 -4.60 -1.10 -1.35
O -8.132301 3.359715 -3.941434 3.49 0.75 1.47
O -5.908054 2.968012 -3.832306 2.31 -1.07 -1.84
H -3.858177 4.780796 -3.048146 -0.68 -0.03 -0.07
H -3.082761 3.556045 -3.952704 -0.33 -0.47 -0.38
H -2.937972 3.576375 -2.287128 -0.24 -0.36 0.46
H -4.623929 1.830293 -2.560219 0.13 -0.14 -0.98
H -5.091065 4.441885 -1.530738 -0.15 -0.16 1.04
H -5.564121 2.814738 -0.815975 -0.42 0.41 0.19
C -7.782470 -0.673340 5.225795 0.08 0.32 -0.52
C -6.601487 -0.298190 4.370127 -0.05 -1.95 0.73
C -5.266777 -0.829252 4.881283 -0.69 1.39 0.54
O -4.688391 -1.452850 3.763967 1.85 -0.06 1.86
C -5.586976 -1.588473 2.822946 2.44 -0.25 -2.80
O -5.308282 -2.023060 1.745018 -0.43 -0.75 -0.18
O -6.686117 -1.031374 3.141994 -3.94 1.89 0.14
H -7.926229 -1.751551 5.295823 0.09 0.03 -0.15
H -8.599311 -0.210840 4.671743 -0.61 -0.14 0.75
H -7.621643 -0.282757 6.230621 -0.40 0.25 -0.04
H -6.587069 0.787479 4.274062 0.05 -0.09 -0.82
H -5.393801 -1.529826 5.706602 0.27 0.10 0.03
H -4.824727 0.130843 5.147572 1.37 -0.75 0.40
C 6.550850 -1.994715 7.487333 0.80 -0.93 -1.17
C 7.168759 -2.993691 8.445132 -2.17 0.76 -1.77
C 8.600508 -3.419295 8.323721 0.42 0.06 1.99
O 9.019887 -3.339344 9.751990 -0.70 0.52 -1.79
C 7.953463 -2.840864 10.485071 2.28 -2.04 0.62
O 7.998663 -2.950187 11.660845 -0.59 0.93 0.82
O 6.975554 -2.437237 9.713046 -0.54 0.02 0.73
H 6.763456 -2.461580 6.525591 0.15 0.53 -0.57
H 7.017109 -1.012645 7.566276 -0.14 -0.03 -0.07
H 5.461502 -1.957031 7.489604 0.12 0.12 0.66
H 6.642660 -3.932490 8.271950 -0.80 0.05 0.84
H 9.213969 -2.803970 7.665591 0.22 -0.22 0.21
H 8.537806 -4.485639 8.106746 0.93 0.23 -0.50
C 3.562700 -4.827324 -5.695699 0.92 -0.02 0.41
C 3.775415 -4.905869 -4.144925 -0.44 -1.15 -1.43
C 3.309676 -3.708510 -3.291382 0.75 -0.69 -0.98
O 2.458775 -4.298175 -2.383111 -1.60 -0.98 3.19
C 2.372007 -5.652423 -2.458936 -2.16 -1.81 0.05
O 1.718261 -6.451452 -1.758441 2.67 3.41 -2.17
O 2.979743 -5.975475 -3.622267 -0.16 -1.20 0.45
H 4.301188 -5.327499 -6.322237 0.92 0.04 0.68
H 3.655090 -3.771278 -5.949329 -0.66 -0.06 -0.43
H 2.727898 -5.391390 -6.111686 -0.91 0.82 0.75
H 4.787324 -5.232717 -3.905563 0.23 0.56 -0.14
H 2.684813 -2.984790 -3.814710 0.66 0.32 -0.21
H 4.189956 -3.353851 -2.755301 -0.25 0.79 -0.17
```
Positions in Å, forces in eV/Å.

Properties
Relative energy (zero: lowest compared OMol25 entry of this formula, charge and spin) ... 7.567 eV
Charge ... 0
Spin multiplicity ... 1
Orbital gap ... 10.27 eV
LUMO energy ... -0.1 eV

Löwdin atomic charge list, values in e, 8 entries: -0.04, -0.29, -0.05, 0.10, -0.50, 0.03, 0.06, 0.09

=====

(2)
Entry from the Open Molecules 2025 dataset: C41H42CoO6PSb as an isolated structure (wB97M-V/def2-TZVPD).

```
92
Properties=species:S:1:pos:R:3:forces:R:3
Co 1.360171 -0.302532 0.495939 0.25 0.18 0.40
O -1.485464 -3.268850 0.972612 0.07 0.09 0.01
C -0.609798 -2.580965 0.470545 -0.07 0.32 0.23
O -0.338648 -1.352529 0.785317 -0.06 -0.34 -0.16
C 0.217637 -3.185152 -0.675614 0.13 0.11 0.03
P 1.864808 -2.382250 -0.790931 0.15 -0.40 -0.33
C 2.249123 -2.241466 -2.575006 0.02 0.04 0.00
C 3.393505 -1.512742 -2.913097 -0.02 0.04 0.00
C 3.710607 -1.251124 -4.236277 -0.04 -0.03 0.01
C 2.880449 -1.713275 -5.252952 0.03 0.02 0.05
C 1.749283 -2.446848 -4.932834 -0.03 -0.01 0.09
C 1.434234 -2.706676 -3.600476 0.06 -0.04 -0.13
C 2.980841 -3.726745 -0.233857 -0.03 0.06 0.14
C 2.723956 -4.271418 1.027450 -0.03 -0.04 -0.01
C 3.560744 -5.234523 1.569644 -0.03 0.03 0.01
C 4.678591 -5.662351 0.865140 0.00 0.00 -0.04
C 4.938839 -5.134498 -0.390477 -0.05 0.08 -0.03
C 4.096519 -4.170338 -0.937397 0.03 -0.09 0.05
H -0.350996 -2.977795 -1.583142 -0.02 0.02 -0.03
H 0.284238 -4.261840 -0.549107 -0.03 -0.08 -0.06
H 4.023787 -1.119805 -2.120783 -0.03 0.02 -0.04
H 4.587295 -0.659505 -4.473780 -0.04 -0.04 0.02
H 3.109811 -1.487430 -6.288035 0.00 -0.03 0.04
H 1.099668 -2.814642 -5.719561 0.02 0.02 0.05
H 0.542414 -3.277369 -3.376220 0.01 0.00 0.00
H 1.857696 -3.936440 1.589216 0.04 -0.03 0.01
H 3.345409 -5.644410 2.549795 0.00 0.03 -0.04
H 5.343346 -6.403200 1.293284 -0.03 0.01 -0.01
H 5.802296 -5.470558 -0.953090 -0.02 0.02 0.02
H 4.310914 -3.773991 -1.920597 0.01 0.02 -0.02
O 2.443237 2.322299 -2.680169 0.07 0.19 0.07
C 2.111159 1.658196 -1.751295 -0.31 -0.68 -0.41
O 1.624667 0.551977 -1.502663 0.16 0.30 0.12
C 2.378407 2.519680 -0.070714 0.07 0.16 0.79
O 3.140369 3.433865 -0.138976 -0.04 -0.03 -0.24
O 1.686645 1.901583 0.725753 0.03 0.07 -0.24
C 3.131440 1.388240 3.401079 -0.04 0.04 -0.01
C 2.715217 -0.081203 3.406283 0.08 -0.14 -0.06
C 3.642277 -0.844510 4.362609 0.00 -0.02 0.06
C 2.723204 -0.740553 2.015244 -0.27 0.10 -0.17
H 3.240008 1.766077 4.425158 0.02 -0.03 -0.08
H 2.406382 2.014300 2.884113 0.05 -0.03 0.00
H 4.095639 1.507675 2.890482 -0.07 -0.01 0.06
H 1.698184 -0.150265 3.816783 0.02 0.05 -0.01
H 4.670134 -0.817492 3.978817 -0.08 -0.02 0.05
H 3.342968 -1.894040 4.444629 0.04 0.05 -0.01
H 3.644342 -0.407285 5.371053 -0.01 -0.05 -0.11
H 2.554374 -1.814136 2.171329 0.18 -0.01 0.01
H 3.731415 -0.644225 1.577884 0.01 -0.07 0.10
C -3.159889 -0.102774 3.173961 -0.03 0.14 -0.04
C -3.702312 1.305662 3.058324 0.06 -0.07 -0.02
C -4.660647 1.766562 3.958306 0.00 0.03 -0.02
C -5.158422 3.062230 3.879672 0.05 -0.02 -0.06
C -4.697398 3.919201 2.891020 0.06 -0.10 -0.03
C -3.744484 3.470428 1.979399 -0.05 -0.16 0.10
C -3.247366 2.168667 2.046558 -0.04 -0.02 0.07
Sb -1.736886 1.431054 0.685502 -0.31 0.43 -0.14
C -3.142584 0.364021 -0.574999 -0.01 -0.16 0.02
C -4.454465 0.143227 -0.158145 0.01 0.04 -0.10
C -5.316956 -0.671451 -0.886570 0.08 0.03 -0.01
C -4.871033 -1.274395 -2.052206 0.05 0.05 0.03
C -3.569225 -1.050222 -2.483661 -0.05 0.01 0.06
C -2.693260 -0.247932 -1.757489 0.04 0.08 0.02
C -1.283310 -0.046953 -2.249820 -0.08 0.04 0.08
C -1.505061 3.328408 -0.353948 0.12 0.03 -0.26
C -0.418302 4.047724 0.165307 -0.10 -0.03 -0.10
C 0.087559 5.177579 -0.464096 -0.07 0.00 -0.02
C -0.512564 5.625848 -1.632451 0.03 -0.03 0.07
C -1.627460 4.965681 -2.125723 -0.02 -0.05 0.05
C -2.141262 3.819945 -1.511041 -0.03 0.06 0.16
C -3.390753 3.204571 -2.102021 0.18 0.00 0.00
H -3.665654 -0.656985 3.965153 0.01 0.01 -0.01
H -2.088709 -0.093268 3.396835 -0.05 -0.01 -0.01
H -3.275494 -0.667302 2.242759 0.00 0.02 0.07
H -5.020768 1.099303 4.734843 0.02 0.01 -0.02
H -5.903617 3.398656 4.591533 0.02 0.00 -0.02
H -5.075428 4.932225 2.824373 0.00 0.00 0.00
H -3.387436 4.143651 1.208261 0.00 -0.02 0.00
H -4.828386 0.628936 0.738552 0.06 -0.07 -0.03
H -6.329851 -0.834011 -0.537038 0.02 0.01 -0.01
H -5.530270 -1.916541 -2.625884 0.03 0.03 0.02
H -3.218992 -1.513520 -3.400181 0.00 0.00 0.01
H -1.147222 -0.429263 -3.262103 -0.02 0.01 0.00
H -0.575332 -0.561074 -1.598077 -0.02 0.01 -0.01
H -0.992401 1.008651 -2.246402 -0.05 -0.04 -0.03
H 0.063355 3.700495 1.075711 0.00 0.00 -0.12
H 0.961879 5.677127 -0.062690 -0.07 -0.01 0.00
H -0.114408 6.488480 -2.155278 -0.04 -0.03 0.03
H -2.121933 5.343552 -3.016485 0.04 -0.03 0.03
H -3.951689 3.960478 -2.656059 0.03 -0.03 0.02
H -4.035454 2.791495 -1.329802 -0.03 -0.02 0.03
H -3.157453 2.392913 -2.797005 0.01 -0.01 0.06
```
Positions in Å, forces in eV/Å.

Properties
Relative energy (zero: lowest compared OMol25 entry of this formula, charge and spin) ... 0.000 eV
Charge ... -1
Spin multiplicity ... 5
Orbital gap (alpha / beta) ... 7.07 / 6.60 eV
LUMO energy (alpha / beta) ... 2.6 / 1.2 eV

Löwdin atomic charge list, values in e, 8 entries: 0.55, 0.02, -0.70, -0.25, -0.23, 1.09, -0.36, -0.12

=====

(3)
Entry from the Open Molecules 2025 dataset: one molecule with the formula C11H12O7S (wB97M-V/def2-TZVPD).

```
31
Properties=species:S:1:pos:R:3:forces:R:3
O 3.844417 1.869855 -0.825699 -1.50 -0.55 -1.41
O -3.449214 -4.169020 2.559101 2.00 3.79 -2.19
O -2.673691 -3.713016 0.205073 -0.13 2.55 3.98
O 0.488848 1.398416 3.487098 1.91 1.15 2.76
O 2.228992 0.427268 -1.259595 -1.83 -1.51 0.25
O -3.805698 -1.843029 1.562664 1.95 -1.54 0.33
O -1.311269 -2.761951 2.175592 -2.99 -0.42 -0.62
C 2.906293 1.501053 -1.530299 3.13 1.59 1.85
C -0.463583 -0.653634 2.901440 -1.29 -1.85 -1.25
C 0.191639 0.997679 1.250001 0.83 0.22 2.35
C -0.677224 -1.081601 0.506705 -0.31 -0.32 0.31
C 0.045628 0.560354 2.580650 -0.07 -0.51 -2.22
C -0.873772 -1.504308 1.811502 1.86 2.32 0.49
C -0.141124 0.210367 0.254579 -2.98 -1.75 -3.78
C 2.344766 2.168601 -2.705486 -1.28 0.74 -1.64
C -0.269877 0.818670 -1.200310 1.32 -1.95 0.47
C 1.246716 1.259207 -3.272387 0.39 -1.24 0.13
C 1.006821 0.396280 -2.039714 -2.47 -1.46 0.46
S -2.833099 -3.170736 1.601728 -0.75 -5.48 -1.92
H 1.246552 0.949806 3.919706 -0.67 0.71 0.08
H -4.491870 -2.217617 2.131764 -0.68 0.41 0.36
H -0.603144 -1.000710 3.919073 0.09 0.14 -0.04
H 0.771601 1.858202 1.054634 0.08 1.27 0.08
H -0.968796 -1.737634 -0.306314 -0.02 0.08 -0.01
H 2.002793 3.158941 -2.422589 -0.18 0.13 0.05
H 3.008701 2.291402 -3.511652 1.55 0.49 -0.50
H -0.324141 1.875512 -1.083560 -0.04 0.96 -0.02
H -1.203826 0.471895 -1.756626 1.29 0.28 0.85
H 0.381243 1.766435 -3.695105 -0.14 0.06 0.48
H 1.580669 0.558233 -4.078281 0.27 0.88 0.51
H 0.794649 -0.684923 -2.233690 0.62 0.82 -0.18
```
Positions in Å, forces in eV/Å.

Properties
Relative energy (zero: lowest compared OMol25 entry of this formula, charge and spin) ... 0.862 eV
Charge ... 0
Spin multiplicity ... 1
Orbital gap ... 9.48 eV
LUMO energy ... 0.1 eV

natural (NBO) atomic charge list, values in e, 8 entries: -0.58, -0.88, -0.87, -0.67, -0.47, -0.81, -0.62, 0.78